1.
ORCA calculation (the ωB97M-V functional and the def2-TZVPD basis) on an isolated molecule of C2H8N3P in a non-equilibrium geometry.

Frontier orbital gap (spin up / spin down): 7.301 / 7.956 eV
Total charge: 0
Strongest force on any atom: 5.8 eV Å⁻¹
SMILES: CCN/N=P/N
Energy above the lowest of the compared OMol25 structures with the same formula, charge and spin: 283.3 kJ/mol

```
14
Properties=species:S:1:pos:R:3:mulliken_charge:R:1
C -1.92 -0.37 0.33 -1.0169
C -1.37 0.67 -0.63 -0.4039
N -0.02 1.01 -0.12 -0.0138
N 0.73 0.00 0.07 -0.4067
P 2.48 0.48 0.68 0.0154
N 3.23 -0.89 -0.03 -0.5648
H -2.05 -0.04 1.34 0.3101
H -2.99 -0.55 0.08 0.3074
H -1.16 -1.12 0.36 0.3470
H -1.24 0.20 -1.72 0.1656
H -1.87 1.55 -0.88 0.4052
H 0.08 1.86 0.46 0.2797
H 2.52 -1.37 -0.71 0.3172
H 3.57 -1.44 0.76 0.2585
```

2.
ORCA calculation (the ωB97M-V functional and the def2-TZVPD basis) on an isolated molecule of C6H6.

Frontier orbital gap: 9.739 eV
Total charge: 0
Strongest force on any atom: 0.7 eV Å⁻¹
Energy above the lowest of the compared OMol25 structures with the same formula, charge and spin: 543.7 kJ/mol

```
12
Properties=species:S:1:pos:R:3:mulliken_charge:R:1
C -1.62 0.45 0.24 -1.1072
C -0.76 -0.45 -0.60 0.5444
C -1.07 -0.88 -1.80 -0.3129
C 0.58 -0.95 -0.07 -0.8051
C 1.55 0.13 0.10 -0.3475
C 2.35 1.02 0.24 0.0834
H -1.94 -0.08 1.14 0.2928
H -1.05 1.34 0.54 0.3023
H -2.51 0.78 -0.31 0.3261
H 1.00 -1.71 -0.74 0.3387
H 0.40 -1.45 0.90 0.2861
H 3.07 1.81 0.35 0.3988
```

3.
ORCA calculation (the ωB97M-V functional and the def2-TZVPD basis) on a structure of composition C14H11BBaClF4NO4.

Frontier orbital gap: 4.549 eV
Total charge: 0
Strongest force on any atom: 0.8 eV Å⁻¹
Energy above the lowest of the compared OMol25 structures with the same formula, charge and spin: 22.4 kJ/mol

```
37
Properties=species:S:1:pos:R:3:mulliken_charge:R:1
Ba -1.22 0.33 -0.43 1.7266
O -0.65 2.78 3.54 -0.4301
C -1.09 1.82 2.75 0.0735
O -1.79 2.00 1.78 -0.6248
C -0.61 0.45 3.17 0.5766
C 0.15 0.24 4.31 -0.3292
C 0.57 -1.05 4.57 -0.8720
C 0.25 -2.06 3.68 -0.5269
C -0.50 -1.74 2.56 1.0205
N -0.94 -0.51 2.32 -0.2283
C -0.87 -2.72 1.46 0.4690
O -0.47 -3.98 1.57 -0.4508
O -1.48 -2.37 0.48 -0.5707
H -0.94 3.63 3.17 0.3837
H 0.40 1.07 4.95 0.5301
H 1.17 -1.26 5.45 0.4388
H 0.59 -3.06 3.87 0.1900
H 0.04 -4.13 2.37 0.3036
Cl 2.93 -1.29 -4.76 -0.2705
C 1.47 -0.48 -4.24 0.4578
C 1.53 0.80 -3.72 -0.6755
C 0.37 1.43 -3.30 0.2477
C -0.90 0.82 -3.40 -0.3996
C -2.09 1.43 -2.85 -1.2003
C -0.91 -0.49 -3.93 -0.2959
C 0.25 -1.13 -4.35 -0.6169
H 2.49 1.29 -3.62 0.4083
H 0.44 2.43 -2.88 0.2786
H -3.03 1.11 -3.29 0.2851
H -2.05 2.51 -2.76 0.2582
H -1.86 -1.01 -4.03 0.3665
H 0.21 -2.13 -4.76 0.4134
F 0.74 2.06 -0.15 -0.4219
B 1.76 1.07 0.06 0.4730
F 1.33 -0.07 -0.71 -0.4138
F 1.71 0.69 1.42 -0.2794
F 2.99 1.52 -0.30 -0.2942
```

4.
ORCA calculation (the ωB97M-V functional and the def2-TZVPD basis) on a cluster of 4 separate species, C17H29F9N5O6S in total in a non-equilibrium geometry.

Frontier orbital gap: 6.196 eV
Total charge: -1
Strongest force on any atom: 5.6 eV Å⁻¹

```
67
Properties=species:S:1:pos:R:3:mulliken_charge:R:1
C 6.48 -1.52 -0.01 -0.7735
N 6.67 -0.11 0.46 0.1044
C 7.89 0.04 1.30 -0.8083
C 5.46 0.42 1.12 0.4673
O 5.24 0.09 2.31 -0.6350
C 4.53 1.37 0.23 -0.6568
N 3.11 1.37 0.62 -0.4553
S 2.19 0.46 -0.46 1.3179
O 2.52 0.65 -1.92 -0.7612
O 2.22 -1.04 -0.19 -0.7170
C 0.43 1.14 -0.27 0.3873
F -0.34 0.66 -1.34 -0.2513
F 0.55 2.55 -0.48 -0.2791
C -0.21 0.88 1.17 0.5765
F 0.69 0.19 2.01 -0.2524
F -0.36 2.16 1.77 -0.3015
C -1.66 0.23 1.17 0.4366
F -2.59 0.94 0.36 -0.2167
F -2.17 0.39 2.49 -0.3176
C -1.70 -1.35 0.88 0.6025
F -1.71 -1.98 2.14 -0.2439
F -0.68 -1.80 0.07 -0.1778
F -2.93 -1.71 0.27 -0.2364
H 5.36 -1.69 -0.17 0.2379
H 6.94 -2.29 0.70 0.2735
H 6.98 -1.57 -1.04 0.2651
H 8.05 -0.83 2.04 0.2638
H 7.99 1.04 1.82 0.2771
H 8.79 -0.04 0.58 0.3088
H 4.74 1.12 -0.85 0.3497
H 4.93 2.44 0.40 0.2000
C -5.77 1.30 -1.95 0.1212
O -6.27 2.19 -2.61 -0.6018
N -6.35 0.10 -1.67 0.2354
C -5.69 -0.91 -0.87 -0.4475
C -7.68 -0.17 -2.18 -1.0222
H -4.76 1.40 -1.51 0.2401
H -5.58 -1.82 -1.47 0.3245
H -6.29 -1.12 0.01 0.3536
H -4.70 -0.57 -0.56 -0.1719
H -7.67 -0.11 -3.27 0.3056
H -8.37 0.58 -1.80 0.2812
H -8.01 -1.16 -1.88 0.3841
C -10.98 -1.25 -4.04 0.0997
O -10.00 -0.71 -3.56 -0.5101
N -10.97 -2.42 -4.72 0.1078
C -12.19 -3.01 -5.25 -0.9189
C -9.72 -3.12 -4.92 -0.8944
H -11.98 -0.80 -3.94 0.2410
H -12.34 -3.99 -4.81 0.3293
H -12.09 -3.10 -6.34 0.3314
H -13.05 -2.38 -5.03 0.2925
H -9.28 -3.35 -3.94 0.2684
H -9.03 -2.47 -5.46 0.2876
H -9.87 -4.04 -5.48 0.3686
C 9.91 2.02 3.56 0.1936
O 9.11 2.54 2.81 -0.6380
N 10.09 2.35 4.87 0.1065
C 11.07 1.68 5.70 -0.9245
C 9.28 3.40 5.45 -0.9377
H 10.58 1.21 3.22 0.2718
H 10.56 1.21 6.54 0.3413
H 11.79 2.42 6.07 0.3352
H 11.61 0.91 5.13 0.2953
H 8.23 3.12 5.36 0.2978
H 9.44 4.32 4.89 0.2899
H 9.54 3.55 6.50 0.3794
```

5.
ORCA calculation (the ωB97M-V functional and the def2-TZVPD basis) on a structure of composition C2H7PS3 in a non-equilibrium geometry.

Frontier orbital gap (spin up / spin down): 7.883 / 6.950 eV
Total charge: 0
⟨S²⟩: 2.008
Strongest force on any atom: 2.6 eV Å⁻¹
Energy above the lowest of the compared OMol25 structures with the same formula, charge and spin: 4.3 kJ/mol
Multiplicity: 3

```
13
Properties=species:S:1:pos:R:3:mulliken_charge:R:1
C -1.72 0.01 -0.10 -0.7753
C -0.37 0.65 -0.21 -0.3888
P 1.04 -0.40 0.10 0.2802
S 1.09 -1.03 2.71 -0.2008
S 1.35 -1.60 -1.58 -0.2865
S 2.56 0.96 -0.12 -0.2690
H -1.60 -1.04 -0.41 0.1718
H -1.98 0.16 0.99 0.2519
H -2.54 0.43 -0.67 0.3063
H -0.24 1.22 0.73 0.2256
H -0.17 1.38 -1.03 0.3901
H 0.15 -2.16 -1.48 0.1222
H 2.43 1.43 1.09 0.1723
```

6.
ORCA calculation (the ωB97M-V functional and the def2-TZVPD basis) on a structure of composition C22H31N4O6Tc.

Frontier orbital gap (spin up / spin down): 8.948 / 7.386 eV
Total charge: +1
⟨S²⟩: 3.772
Strongest force on any atom: 0.3 eV Å⁻¹
Multiplicity: 4

```
64
Properties=species:S:1:pos:R:3:mulliken_charge:R:1
Tc 0.47 -0.02 -0.20 0.0541
N -0.58 -1.92 -0.09 -0.3479
C 0.00 -2.65 1.07 -0.5257
C 1.50 -2.46 1.00 0.4392
O 2.29 -3.32 1.29 -0.5941
N 1.85 -1.21 0.52 0.2574
C 3.09 -1.09 -0.22 0.1455
C 2.74 -0.78 -1.68 0.4670
O 3.47 -0.85 -2.61 -0.5638
O 1.44 -0.35 -1.80 -0.5217
H -0.40 -2.43 -0.95 0.3479
H -1.59 -1.83 -0.01 0.0896
H -0.40 -2.20 1.99 0.2723
H -0.24 -3.71 1.05 0.4878
H 3.71 -0.26 0.14 -0.5929
H 3.67 -2.01 -0.16 0.5356
C -3.72 -0.48 0.27 -1.5291
C -3.45 -0.72 -1.22 0.6668
C -4.72 -0.41 -2.02 -1.5497
C -2.29 0.08 -1.77 0.2636
C -1.84 -0.14 -3.08 -0.8448
C -0.84 0.63 -3.65 -1.0117
C -0.23 1.67 -2.94 0.9950
C 0.90 2.46 -3.53 -1.5369
C -0.66 1.89 -1.64 -0.2252
C -1.66 1.10 -1.04 -0.4056
H -4.51 -1.15 0.61 0.3744
H -4.08 0.54 0.43 0.3868
H -2.85 -0.62 0.91 0.3323
H -3.23 -1.79 -1.37 0.4504
H -4.99 0.64 -1.92 0.3925
H -5.56 -1.01 -1.65 0.4386
H -4.60 -0.63 -3.08 0.3871
H -2.30 -0.92 -3.67 0.5361
H -0.53 0.43 -4.66 0.4515
H 1.84 1.98 -3.28 0.2436
H 0.92 3.47 -3.12 0.3547
H 0.82 2.52 -4.61 0.4868
H -0.26 2.73 -1.08 0.4053
H -2.03 1.37 -0.06 0.4324
C 1.11 5.10 0.77 -0.7711
C 2.56 4.84 1.13 -1.4995
C 2.85 3.40 1.61 2.4348
C 4.35 3.26 1.95 -1.4579
C 4.73 1.87 2.46 -0.8196
C 2.06 3.19 2.90 -0.2729
O 2.24 3.82 3.90 -0.5514
N 1.03 2.22 2.88 0.1395
C 0.77 1.47 1.80 0.2394
O -0.14 0.57 1.77 -0.5547
N 1.44 1.59 0.65 1.5664
C 2.52 2.45 0.47 -1.1221
O 3.13 2.45 -0.57 -0.5593
H 0.98 6.13 0.43 0.5215
H 0.44 4.97 1.63 0.2896
H 0.77 4.45 -0.04 -0.1039
H 2.88 5.51 1.93 0.5043
H 3.21 5.02 0.27 0.4833
H 4.58 4.02 2.70 0.4980
H 4.91 3.50 1.05 0.4947
H 4.16 1.59 3.34 0.2840
H 5.78 1.84 2.73 0.5195
H 4.58 1.12 1.68 -0.0581
H 0.50 2.08 3.73 0.3503
```

7.
ORCA calculation (the ωB97M-V functional and the def2-TZVPD basis) on the ion C4H8N3 with charge +1 in a non-equilibrium geometry.

Frontier orbital gap: 12.440 eV
Total charge: +1
Strongest force on any atom: 4.1 eV Å⁻¹
SMILES: Cn1cn[n+](C)c1
Energy above the lowest of the compared OMol25 structures with the same formula, charge and spin: 238.2 kJ/mol

```
15
Properties=species:S:1:pos:R:3:mulliken_charge:R:1
C 1.92 0.94 -1.09 -0.8564
N 0.75 0.15 -0.59 -0.0231
C 0.05 -0.78 -1.32 0.0081
N -1.00 -1.12 -0.65 -0.6031
N -0.87 -0.52 0.59 0.4430
C -1.92 -0.62 1.59 -0.7859
C 0.16 0.27 0.60 -0.0271
H 2.15 0.75 -2.08 0.3406
H 2.89 0.75 -0.58 0.3078
H 1.61 1.92 -0.99 0.4063
H 0.11 -0.90 -2.45 0.3567
H -2.91 -0.19 1.27 0.3119
H -1.87 -1.57 1.95 0.3479
H -1.73 0.12 2.41 0.3198
H 0.65 0.81 1.34 0.4535
```

8.
ORCA calculation (the ωB97M-V functional and the def2-TZVPD basis) on a cluster of 4 separate species, C5H6ClFO in total in a non-equilibrium geometry.

Frontier orbital gap: 10.370 eV
Total charge: 0
Strongest force on any atom: 5.8 eV Å⁻¹
Energy above the lowest of the compared OMol25 structures with the same formula, charge and spin: 719.9 kJ/mol

```
14
Properties=species:S:1:pos:R:3:mulliken_charge:R:1
C 0.10 -1.26 1.30 -0.8915
C 0.54 -0.25 0.19 0.8024
C 1.78 -0.29 -0.54 -0.0860
C -0.70 0.29 -0.48 -0.5385
C 0.08 1.21 0.63 -0.0260
H -1.32 -1.55 1.05 0.2801
H 0.48 -0.61 2.67 0.2197
H 1.01 -2.36 0.84 0.2646
H 2.08 0.74 -1.22 0.2133
H -0.70 0.50 -1.43 0.4275
H -0.15 1.60 1.66 0.3459
O 2.51 -1.32 -0.56 -0.5046
F 0.70 2.38 0.05 -0.3064
Cl -2.27 -0.43 -0.36 -0.2005
```

- The lowest strongest force on any atom belongs to which entry?
  C22H31N4O6Tc

- Look up the total charge of the sixth one.
  +1